# 1
{
  "formula": "C10H6N2O5Y",
  "method": "ωB97M-V with the def2-TZVPD basis set",
  "lumo_ev": [-13.845, -14.956],
  "max_force_ev_per_a": 9.45,
  "homo_lumo_gap_ev": [6.333, 3.174],
  "homo_energy_ev": [-20.2, -18.1],
  "total_charge": 3,
  "relative_energy_kcal_mol": 0.0,
  "elements": ["O", "C", "Y", "O", "C", "C", "O", "C", "O", "C", "O", "N", "C", "C", "C", "N", "C", "C", "H", "H", "H", "H", "H", "H"],
  "coordinates": [[0.0006, -0.0028, -6.1172], [0.0006, -0.0024, -5.0231], [0.0008, -0.0018, -2.2785], [-1.7212, -2.9088, -2.0323], [-1.1391, -1.9135, -2.1508], [1.1398, 1.9102, -2.1518], [1.7215, 2.9059, -2.0342], [-1.9163, 1.1299, -2.1514], [-2.9045, 1.7245, -2.0338], [1.9176, -1.1331, -2.1503], [2.9060, -1.7269, -2.0324], [-0.0013, 0.0037, 4.4011], [-0.0007, 0.0022, 3.0265], [0.2513, -1.1768, 2.3240], [0.2452, -1.1456, 0.9185], [0.0003, -0.0008, 0.2270], [-0.2450, 1.1453, 0.9159], [-0.2520, 1.1796, 2.3212], [0.1668, -0.7872, 4.8906], [-0.1700, 0.7959, 4.8886], [0.4536, -2.1259, 2.8128], [0.4408, -2.0616, 0.3134], [-0.4403, 2.0601, 0.3088], [-0.4547, 2.1299, 2.8079]]
}

# 2
{
  "formula": "C3H8ClOPS",
  "method": "ωB97M-V with the def2-TZVPD basis set",
  "lumo_ev": 0.662,
  "max_force_ev_per_a": 4.32,
  "homo_lumo_gap_ev": 9.587,
  "homo_energy_ev": -8.9,
  "relative_energy_kcal_mol": 45.2,
  "elements": ["C", "C", "C", "O", "P", "S", "Cl", "H", "H", "H", "H", "H", "H", "H", "H"],
  "coordinates": [[-0.3588, -2.1352, 0.5612], [1.6610, 2.3227, -0.6705], [-1.2618, -0.9252, 0.5004], [-1.9513, -0.6549, -0.6796], [1.2952, 0.5547, -0.4250], [-0.3510, 0.6886, 0.8977], [2.8523, 0.0608, 0.7410], [0.1081, -2.2672, -0.5186], [0.5443, -1.8763, 1.3430], [-1.0126, -2.9855, 0.8058], [1.9857, 2.9724, 0.2103], [2.4278, 2.5339, -1.4476], [0.8540, 2.8644, -0.8954], [-1.9252, -0.8581, 1.3005], [-2.1509, 0.3012, -0.8405]]
}

# 3
{
  "formula": "C40H30CoF5N2O7PS2",
  "method": "ωB97M-V with the def2-TZVPD basis set",
  "lumo_ev": [4.117, 2.860],
  "max_force_ev_per_a": 2.34,
  "homo_lumo_gap_ev": [4.865, 5.593],
  "homo_energy_ev": [-0.7, -2.7],
  "total_charge": -2,
  "spin_multiplicity": 4,
  "elements": ["Co", "C", "C", "C", "C", "C", "O", "C", "N", "C", "C", "C", "C", "C", "C", "P", "C", "C", "C", "C", "C", "C", "C", "C", "C", "C", "C", "C", "H", "H", "H", "H", "H", "H", "H", "H", "H", "H", "H", "H", "H", "H", "H", "H", "H", "H", "H", "H", "H", "H", "H", "H", "O", "S", "O", "O", "O", "O", "C", "O", "C", "C", "C", "C", "C", "C", "C", "C", "C", "N", "H", "H", "H", "H", "H", "H", "F", "C", "C", "F", "C", "F", "C", "S", "C", "F", "C", "F"],
  "coordinates": [[-0.3364, -0.2956, 1.2797], [-3.9061, -1.2884, 2.0304], [-3.9073, 0.2326, 1.9434], [-3.9698, 0.6679, 0.4844], [-2.7031, 0.8757, 2.6666], [-3.0666, 2.2516, 3.2672], [-2.1156, 3.1526, 2.7415], [-1.3102, 2.4489, 1.8998], [-1.5675, 1.1855, 1.7982], [-0.3575, 3.2555, 1.1736], [-0.1944, 4.5972, 1.5553], [0.6084, 5.4533, 0.8385], [1.2563, 4.9967, -0.3043], [1.1235, 3.6751, -0.6747], [0.3467, 2.7767, 0.0535], [0.5387, 0.9446, -0.2848], [2.2964, 1.3744, 0.5238], [3.4804, 1.5983, -0.1670], [4.6765, 1.7976, 0.5000], [4.7160, 1.7652, 1.8813], [3.5306, 1.6204, 2.5817], [2.3293, 1.4647, 1.9125], [-0.9294, 0.9581, -1.5394], [-1.7925, 2.0430, -1.6752], [-2.8488, 2.0170, -2.5696], [-3.0743, 0.8992, -3.3511], [-2.2477, -0.2020, -3.2059], [-1.1990, -0.1751, -2.3069], [-4.7301, -1.6964, 1.4451], [-4.0082, -1.6252, 3.0605], [-2.9718, -1.6846, 1.6444], [-4.8037, 0.6005, 2.4636], [-3.1084, 0.2637, -0.0407], [-3.9544, 1.7530, 0.3938], [-4.8746, 0.2864, 0.0152], [-2.3301, 0.1919, 3.4336], [-3.0122, 2.2741, 4.3584], [-4.0664, 2.5904, 2.9591], [-0.7163, 4.9492, 2.4311], [0.7362, 6.4769, 1.1624], [1.8765, 5.6674, -0.8839], [1.6560, 3.3038, -1.5391], [3.4891, 1.6250, -1.2462], [5.5779, 1.9649, -0.0747], [5.6581, 1.8675, 2.4048], [3.5324, 1.6143, 3.6614], [1.4165, 1.3774, 2.4844], [-1.6277, 2.9388, -1.0935], [-3.4935, 2.8819, -2.6612], [-3.8955, 0.8792, -4.0557], [-2.4161, -1.0859, -3.8039], [-0.5722, -1.0461, -2.2045], [0.7071, -1.9712, 4.4620], [0.3462, -1.0251, 3.4417], [0.1153, 0.3253, 3.9691], [1.3167, -0.9393, 2.2980], [-0.9401, -1.3899, 2.6982], [1.3948, -3.3488, -0.3695], [1.0834, -2.1641, -0.3499], [-0.0382, -1.7115, 0.0691], [1.9884, -1.2139, -1.0928], [3.1957, -1.7048, -1.5443], [3.9140, -1.0366, -2.5154], [3.3066, 0.0549, -3.1675], [3.8907, 0.6568, -4.2936], [3.2539, 1.6717, -4.9777], [2.0174, 2.1128, -4.5371], [1.4360, 1.5696, -3.3963], [2.0585, 0.5473, -2.6813], [1.4901, -0.0072, -1.5460], [3.5239, -2.6526, -1.1465], [4.8669, -1.4037, -2.8637], [4.8525, 0.2939, -4.6299], [3.7126, 2.1157, -5.8539], [1.4914, 2.8887, -5.0773], [0.4803, 1.9443, -3.0710], [-0.6742, -9.2742, -0.2247], [-0.8279, -7.9969, 0.2198], [0.1434, -7.3922, 1.0159], [1.2313, -8.1147, 1.3741], [-0.0245, -6.1067, 1.4874], [0.9248, -5.6087, 2.2885], [-1.1799, -5.3369, 1.2135], [-1.4687, -3.8052, 1.8864], [-2.1275, -5.9814, 0.3839], [-3.2761, -5.3389, 0.0782], [-1.9716, -7.2676, -0.0880], [-2.9512, -7.8480, -0.8258]]
}

# 4
{
  "formula": "C2H3LiO2Yb",
  "method": "ωB97M-V with the def2-TZVPD basis set",
  "lumo_ev": -8.761,
  "max_force_ev_per_a": 1.71,
  "homo_lumo_gap_ev": 7.253,
  "homo_energy_ev": -16.0,
  "total_charge": 2,
  "relative_energy_kcal_mol": 0.0,
  "elements": ["O", "C", "C", "O", "Yb", "H", "H", "Li", "H"],
  "coordinates": [[-0.3767, -2.2914, 1.0279], [-0.1471, -1.2100, 0.8572], [0.3856, 0.1854, 0.7264], [0.4665, 0.5662, -0.5821], [-1.2118, 1.3356, -1.9515], [1.3507, 0.1488, 1.2681], [-0.3192, 0.7838, 1.3381], [2.2124, 0.6068, -1.3234], [-2.3606, -0.1252, -1.3608]]
}

# 5
{
  "formula": "C8H22N2O2Rb",
  "method": "ωB97M-V with the def2-TZVPD basis set",
  "lumo_ev": -3.028,
  "max_force_ev_per_a": 1.22,
  "homo_lumo_gap_ev": 9.302,
  "homo_energy_ev": -12.3,
  "total_charge": 1,
  "relative_energy_kcal_mol": 28.5,
  "elements": ["Rb", "C", "C", "C", "O", "C", "N", "H", "H", "H", "H", "H", "H", "H", "H", "H", "H", "H", "C", "C", "C", "O", "C", "N", "H", "H", "H", "H", "H", "H", "H", "H", "H", "H", "H"],
  "coordinates": [[-24.3000, -28.6613, 32.0920], [-22.9528, -31.0286, 34.7233], [-21.8878, -30.8204, 33.6360], [-21.1436, -29.5149, 33.8777], [-21.8195, -28.4349, 33.2245], [-21.0002, -27.3002, 33.0547], [-20.9078, -31.8951, 33.5602], [-23.7045, -30.2348, 34.6457], [-22.4832, -30.8811, 35.6987], [-23.4202, -32.0090, 34.7074], [-22.3911, -30.7475, 32.6656], [-20.1227, -29.5992, 33.4941], [-21.0761, -29.2830, 34.9471], [-21.5342, -26.5690, 32.4456], [-20.0868, -27.5769, 32.5191], [-20.7429, -26.8625, 34.0214], [-21.3372, -32.7932, 33.3833], [-20.3804, -31.9626, 34.4229], [-26.6160, -27.5771, 29.6215], [-26.1933, -26.3515, 30.4604], [-26.8090, -26.2765, 31.8739], [-28.1690, -26.6375, 31.7878], [-28.8186, -26.5960, 33.0406], [-24.7481, -26.2817, 30.5938], [-26.9257, -27.2691, 28.6284], [-27.5159, -27.9954, 30.0823], [-25.8965, -28.3994, 29.6132], [-26.5989, -25.4771, 29.9401], [-26.7380, -25.2239, 32.1773], [-26.3510, -26.9231, 32.6492], [-28.7743, -25.5961, 33.4853], [-28.3685, -27.3126, 33.7414], [-29.8571, -26.8664, 32.8768], [-24.1905, -26.3413, 29.7574], [-24.3505, -25.6658, 31.2857]]
}

# 6
{
  "formula": "C7H8",
  "method": "ωB97M-V with the def2-TZVPD basis set",
  "lumo_ev": 0.954,
  "max_force_ev_per_a": 4.64,
  "homo_lumo_gap_ev": 9.010,
  "homo_energy_ev": -8.1,
  "relative_energy_kcal_mol": 137.5,
  "elements": ["C", "C", "C", "C", "C", "C", "C", "H", "H", "H", "H", "H", "H", "H", "H"],
  "coordinates": [[-1.0061, 1.1654, -0.9218], [-1.3100, 0.0761, -0.3182], [1.5215, 0.0088, -0.1349], [2.3964, -0.7981, -0.6540], [1.0889, 0.9630, 0.9573], [0.0088, 0.5343, -0.0329], [-2.2629, -0.8782, 0.1884], [-1.1273, 2.0383, -1.6343], [2.2042, -1.4897, -1.4652], [3.4481, -0.8100, -0.1838], [1.2024, 0.4238, 1.9794], [1.3384, 2.0921, 1.1373], [-1.6311, -1.7932, 0.6030], [-2.9704, -1.1429, -0.5754], [-2.9008, -0.3897, 1.0551]]
}